Formula: CH13O5S
Source: OMol25
Level of theory: the ωB97M-V functional and the def2-TZVPD basis

Each line ends with the natural charge from an NBO analysis.
Element x y z (Å)
C  0.028  -0.204  2.752  -0.716
S  0.331  -0.680  1.008  -0.689
H  -0.493  -0.941  3.371  0.182
H  -0.654  0.637  2.658  0.192
H  0.880  0.107  3.347  0.187
H  1.703  0.789  0.178  0.495
H  2.597  0.990  -1.054  0.460
O  2.361  1.407  -0.222  -1.007
H  1.045  2.876  -0.992  0.490
H  -0.403  3.128  -1.144  0.488
O  0.443  3.430  -1.518  -0.998
H  -1.013  1.081  0.338  0.503
H  -2.184  1.280  -0.636  0.460
O  -1.491  1.767  -0.173  -0.998
H  -1.738  -1.091  -2.283  0.466
H  -1.058  -2.413  -2.274  0.489
O  -1.525  -1.820  -2.881  -0.958
H  0.431  -2.648  0.054  0.505
H  0.250  -4.248  -0.035  0.461
O  0.490  -3.448  -0.496  -1.011

As for the total charge: -1. The value obtained for the max |F| is 0.0285 hartree/bohr. Its highest occupied orbital energy is -4.14 eV. For the LUMO energy, the calculation gives 3.5 eV. As for the energy above the lowest of the compared OMol25 structures with the same formula, charge and spin: 0.403 eV.

=====

Formula: CH4ClNO2P
Source: OMol25
Level of theory: the ωB97M-V functional and the def2-TZVPD basis

Each line ends with the natural charge from an NBO analysis.
Element x y z (Å)
C  -0.607  -1.091  -0.308  -0.782
N  2.196  0.581  0.045  -1.218
O  0.377  1.736  -1.524  -1.142
O  1.568  -0.398  -2.285  -1.178
P  1.009  0.433  -1.195  2.273
Cl  -1.061  -0.672  1.301  -0.112
H  -1.497  -1.126  -1.009  0.201
H  0.012  -2.085  -0.225  0.194
H  2.942  -0.189  -0.002  0.385
H  1.883  0.675  1.000  0.380

As for the total charge: -1. The value obtained for the max |F| is 0.0733 hartree/bohr. Its highest occupied orbital energy is -4.08 eV. For the LUMO energy, the calculation gives 3.7 eV. As for the energy above the lowest of the compared OMol25 structures with the same formula, charge and spin: 1.972 eV.

=====

Formula: CFN3O2
Source: OMol25
Level of theory: the ωB97M-V functional and the def2-TZVPD basis

Each line ends with the natural charge from an NBO analysis.
Element x y z (Å)
C  1.235  0.016  -0.102  0.363
N  2.284  -0.442  0.104  -0.185
N  -0.005  0.371  -0.171  0.038
N  -1.105  -0.308  0.005  0.630
O  -0.733  -1.468  0.161  -0.347
O  -2.156  0.189  -0.114  -0.265
F  -0.199  2.002  0.107  -0.235

The value obtained for the max |F| is 0.1558 hartree/bohr. Its highest occupied orbital energy (spin up / spin down) is -12.11 / -12.11 eV. For the LUMO energy (spin up / spin down), the calculation gives -3.0 / -3.0 eV. As for the energy above the lowest of the compared OMol25 structures with the same formula, charge and spin: 3.358 eV.

=====

Formula: C16H18N2O4S2
Source: OMol25
Level of theory: the ωB97M-V functional and the def2-TZVPD basis

Each line ends with the natural charge from an NBO analysis.
Element x y z (Å)
O  -1.688  2.220  1.887  -0.618
C  -1.013  1.365  1.350  0.668
N  0.179  0.950  1.847  -0.616
C  0.680  1.381  3.127  -0.247
C  0.596  0.270  4.192  0.094
C  1.638  -0.840  3.978  -0.431
C  2.782  -0.397  4.888  -0.433
C  2.011  0.243  6.040  -0.064
O  0.860  0.835  5.467  -0.524
C  -1.414  0.727  0.061  -0.166
C  -1.050  -0.565  -0.307  -0.164
C  -1.471  -1.102  -1.508  -0.295
C  -2.265  -0.350  -2.371  0.246
N  -2.679  -0.887  -3.584  -0.866
S  -1.759  -1.935  -4.510  2.344
O  -2.452  -2.035  -5.754  -0.925
O  -1.460  -3.113  -3.763  -0.917
C  -0.266  -1.022  -4.767  -0.584
C  0.026  -0.228  -5.834  -0.198
C  1.284  0.396  -5.705  -0.263
C  1.909  0.063  -4.543  -0.391
S  0.979  -1.020  -3.585  0.512
C  -2.653  0.937  -1.998  -0.278
C  -2.239  1.459  -0.791  -0.134
H  0.695  0.239  1.355  0.391
H  1.714  1.724  3.029  0.188
H  0.056  2.216  3.452  0.250
H  -0.428  -0.126  4.190  0.184
H  1.241  -1.799  4.312  0.213
H  1.939  -0.930  2.936  0.203
H  3.402  0.348  4.389  0.202
H  3.411  -1.220  5.216  0.220
H  1.705  -0.520  6.770  0.162
H  2.571  1.023  6.560  0.190
H  -0.463  -1.185  0.355  0.208
H  -1.209  -2.110  -1.783  0.248
H  -3.270  -0.300  -4.152  0.419
H  -0.637  -0.121  -6.672  0.245
H  1.702  1.056  -6.442  0.233
H  2.867  0.392  -4.193  0.242
H  -3.286  1.515  -2.655  0.213
H  -2.543  2.448  -0.484  0.240

The structure (SMILES) is O=C(NC[C@H]1CCCO1)c1ccc(NS(=O)(=O)c2cccs2)cc1. The value obtained for the max |F| is 0.0194 hartree/bohr. Its highest occupied orbital energy is -8.87 eV. For the LUMO energy, the calculation gives 0.2 eV. As for the energy above the lowest of the compared OMol25 structures with the same formula, charge and spin: 0.999 eV.